No. 1
{
  "formula": "C10H11N2",
  "method": "ωB97M-V with the def2-TZVPD basis set",
  "total_energy_ha": -496.609901,
  "spin_multiplicity": 3,
  "charge": 1,
  "s_squared": 2.0473,
  "e_homo_ev": [-10.88, -13.11],
  "symbols": ["C", "C", "C", "C", "C", "C", "C", "C", "C", "C", "N", "N", "H", "H", "H", "H", "H", "H", "H", "H", "H", "H", "H"],
  "xyz": [[1.758, -1.337, 0.925], [0.713, -0.992, 1.769], [1.595, -1.163, -0.473], [-1.669, 1.668, -0.342], [-2.749, 0.307, 1.361], [-0.539, -0.577, 1.414], [0.967, 1.175, -0.156], [1.242, 0.006, -1.017], [-0.392, 1.449, -0.068], [0.940, -0.012, -2.503], [-2.723, 1.254, 0.552], [-1.774, -0.809, 1.553], [2.666, -1.946, 1.159], [0.985, -1.238, 2.873], [1.779, -1.897, -1.286], [-2.304, 2.236, -1.026], [-3.603, 0.213, 2.083], [1.388, 1.136, 0.808], [1.290, 2.161, -0.626], [0.839, 1.051, -2.901], [-0.006, -0.491, -2.660], [1.789, -0.443, -3.096], [-2.190, -1.751, 1.656]],
  "atomic_forces_ev_per_a": [[0.88, -1.55, -1.19], [0.74, -1.24, 2.01], [0.21, 0.10, -1.50], [-0.40, -0.62, 1.26], [-1.35, -0.78, 1.18], [1.49, -1.07, 1.76], [1.29, 3.12, -2.11], [-0.57, -0.79, -0.83], [-4.49, -0.37, -0.69], [1.28, 2.64, -0.47], [0.85, -0.10, 0.80], [-0.84, 1.35, -0.83], [-1.13, 0.68, 0.80], [-1.26, 0.90, -1.61], [0.38, -0.18, 1.29], [1.51, 0.38, -0.94], [0.71, -0.16, -0.89], [0.85, -0.03, 1.05], [0.74, -0.96, 0.22], [0.03, -1.25, 0.48], [-0.34, -0.49, -0.33], [-0.98, 0.00, 0.61], [0.40, 0.41, -0.06]]
}

=====

No. 2
{
  "formula": "C10H11N2O2",
  "method": "ωB97M-V with the def2-TZVPD basis set",
  "total_energy_ha": -647.270938,
  "spin_multiplicity": 1,
  "charge": 1,
  "e_homo_ev": -11.62,
  "symbols": ["C", "C", "C", "C", "C", "C", "C", "C", "C", "C", "N", "N", "O", "O", "H", "H", "H", "H", "H", "H", "H", "H", "H", "H", "H"],
  "xyz": [[-0.022, 1.375, 2.583], [0.927, 1.640, 1.587], [-1.162, 0.763, 2.286], [-1.591, 0.544, 0.999], [1.264, 0.488, -0.736], [1.098, 0.928, 0.483], [0.370, 0.697, -1.965], [2.116, -0.600, -2.608], [2.944, -1.257, -3.395], [-2.968, -1.512, 1.351], [2.232, -0.395, -1.192], [-2.459, -0.341, 0.623], [-0.652, 1.283, -1.993], [0.967, -0.013, -2.990], [0.159, 1.579, 3.708], [1.600, 2.377, 1.974], [-1.838, 0.495, 3.056], [-1.119, 1.240, 0.359], [2.928, -1.135, -4.467], [3.791, -1.994, -3.076], [-3.571, -1.097, 2.269], [-3.541, -2.159, 0.578], [-2.048, -2.025, 1.648], [3.208, -0.626, -0.747], [-2.633, -0.254, -0.336]],
  "atomic_forces_ev_per_a": [[-0.34, -0.63, 3.00], [1.58, -0.29, -0.08], [-1.02, -0.56, 1.74], [-0.15, -0.47, 0.15], [1.38, -1.31, -0.84], [-0.80, 1.32, 0.21], [1.56, -0.68, 0.75], [1.02, -0.52, 2.09], [2.00, -1.56, -0.17], [-0.80, 0.48, 0.17], [2.33, -1.12, 0.04], [0.63, 0.65, -0.05], [-0.69, 0.15, -0.52], [-1.55, 1.60, -0.18], [-0.02, 0.03, -2.20], [0.79, 0.81, -0.87], [-0.47, -0.32, 0.89], [-0.40, 0.39, -1.76], [-0.63, -0.14, -0.07], [-1.70, 1.95, -0.03], [0.90, -1.35, -1.83], [0.70, 1.21, 1.77], [-0.55, -0.34, 0.41], [-2.96, 0.94, -0.98], [-0.79, -0.25, -1.66]]
}

=====

Copy entry 1 word for word.
{
  "formula": "C10H11N2",
  "method": "ωB97M-V with the def2-TZVPD basis set",
  "total_energy_ha": -496.609901,
  "spin_multiplicity": 3,
  "charge": 1,
  "s_squared": 2.0473,
  "e_homo_ev": [-10.88, -13.11],
  "symbols": ["C", "C", "C", "C", "C", "C", "C", "C", "C", "C", "N", "N", "H", "H", "H", "H", "H", "H", "H", "H", "H", "H", "H"],
  "xyz": [[1.758, -1.337, 0.925], [0.713, -0.992, 1.769], [1.595, -1.163, -0.473], [-1.669, 1.668, -0.342], [-2.749, 0.307, 1.361], [-0.539, -0.577, 1.414], [0.967, 1.175, -0.156], [1.242, 0.006, -1.017], [-0.392, 1.449, -0.068], [0.940, -0.012, -2.503], [-2.723, 1.254, 0.552], [-1.774, -0.809, 1.553], [2.666, -1.946, 1.159], [0.985, -1.238, 2.873], [1.779, -1.897, -1.286], [-2.304, 2.236, -1.026], [-3.603, 0.213, 2.083], [1.388, 1.136, 0.808], [1.290, 2.161, -0.626], [0.839, 1.051, -2.901], [-0.006, -0.491, -2.660], [1.789, -0.443, -3.096], [-2.190, -1.751, 1.656]],
  "atomic_forces_ev_per_a": [[0.88, -1.55, -1.19], [0.74, -1.24, 2.01], [0.21, 0.10, -1.50], [-0.40, -0.62, 1.26], [-1.35, -0.78, 1.18], [1.49, -1.07, 1.76], [1.29, 3.12, -2.11], [-0.57, -0.79, -0.83], [-4.49, -0.37, -0.69], [1.28, 2.64, -0.47], [0.85, -0.10, 0.80], [-0.84, 1.35, -0.83], [-1.13, 0.68, 0.80], [-1.26, 0.90, -1.61], [0.38, -0.18, 1.29], [1.51, 0.38, -0.94], [0.71, -0.16, -0.89], [0.85, -0.03, 1.05], [0.74, -0.96, 0.22], [0.03, -1.25, 0.48], [-0.34, -0.49, -0.33], [-0.98, 0.00, 0.61], [0.40, 0.41, -0.06]]
}